{
  "formula": "C4H15N2OSn",
  "method": "ωB97M-V/def2-TZVPD",
  "symbols": ["H", "H", "H", "H", "C", "H", "H", "H", "N", "H", "H", "C", "H", "Sn", "H", "O", "H", "N", "C", "C", "H", "H", "H"],
  "positions_angstrom": [[-1.1708, -1.4813, 2.9357], [-0.1556, 0.9850, -3.5727], [0.7040, -1.6774, -3.7248], [-1.3907, -0.2879, 0.6120], [1.6926, -0.0882, 2.1886], [-0.6202, 2.6111, -0.9825], [-1.7310, -0.2098, -2.7805], [2.2232, -0.8492, 1.6194], [0.9967, -1.4521, -2.7719], [1.9795, -1.1866, -2.8139], [1.9212, -0.2074, 3.2462], [-1.4062, 2.0209, -1.4225], [-1.8296, 2.4716, -2.3172], [-0.2358, 0.2261, -2.0419], [-1.3973, 0.2681, 3.1833], [0.4921, 0.1140, -0.2090], [1.9884, 0.9086, 1.8669], [0.2309, -0.2560, 1.9814], [-0.6598, -0.5338, 3.1170], [-0.2942, -0.1575, 0.7973], [-2.1603, 1.6779, -0.7277], [0.9213, -2.3060, -2.2190], [-0.0983, -0.5899, 4.0357]],
  "forces_ev_per_a": [[0.043, 0.077, 0.213], [1.578, -0.006, -0.426], [-0.093, 0.205, 0.168], [0.887, 0.090, 0.507], [-0.422, -0.004, -0.081], [-0.297, 0.856, 0.444], [-0.088, -1.655, 0.486], [0.030, 0.107, -0.045], [0.637, -0.739, 0.326], [-0.002, -0.162, -0.035], [-0.180, -0.006, -0.118], [1.138, -1.033, 0.357], [0.077, -0.144, 0.025], [-4.175, 3.194, -3.585], [0.063, -0.115, 0.186], [0.252, -1.386, 2.774], [0.049, -0.080, -0.072], [-0.172, -0.046, 0.133], [-0.573, -0.001, -0.323], [1.168, 0.419, -1.192], [-0.237, 0.406, 0.303], [0.153, 0.020, -0.145], [0.164, 0.001, 0.102]],
  "relative_energy_kj_mol": 134.9,
  "total_charge": 1,
  "e_tot_ev": -15241.0771,
  "orbital_gap_ev": 8.005
}